DFT (the ωB97M-V functional and the def2-TZVPD basis) results for C5H9P as an isolated structure at a distorted geometry.

Output
Spin multiplicity ... 1
Total energy ... -537.04751 Ha
Frontier orbital gap ... 0.310 Eh
Total charge ... 0
E_HOMO ... -0.276 hartree
Energy above the lowest of the compared OMol25 structures with the same formula, charge and spin ... 435.4 kJ/mol

Each line ends with the Löwdin charge.
Positions of all 15 atoms, in Å:
1 C 1.09219 1.73266 0.47399  -0.287
2 C -2.01353 0.68918 -0.12785  -0.227
3 C -1.06474 -0.09937 -1.01529  -0.264
4 C -1.21836 -0.34939 0.49971  -0.332
5 C 1.72954 -1.12633 0.17282  -0.163
6 P 0.46262 0.24961 0.02318  0.835
7 H 1.81960 2.21781 -0.16906  -0.013
8 H 0.26144 2.33397 0.59723  -0.071
9 H -1.87389 1.71235 0.16366  0.084
10 H -2.97459 0.55024 -0.39987  0.060
11 H -1.52658 -1.04093 -1.93001  0.189
12 H -1.53237 -1.03866 1.24370  0.095
13 H 0.97643 -1.78788 0.46817  -0.001
14 H 2.40366 -1.40485 -0.69475  0.077
15 H 2.25768 -0.63498 0.95619  0.016

Force components x, y, z for each atom (eV/Å):
C 0.711 -1.142 -0.476
C 2.200 1.127 -0.332
C -0.540 -3.518 -2.058
C 2.059 0.922 0.504
C -0.507 2.080 -2.167
P -0.542 -0.509 -0.901
H 0.302 -0.335 0.057
H -1.633 1.755 0.641
H 0.459 0.574 -0.290
H -3.228 -1.046 -0.395
H 1.550 3.361 2.896
H -0.167 -0.973 -0.033
H -0.109 -2.257 0.703
H -1.275 0.365 0.994
H 0.721 -0.404 0.858

DFT (the ωB97M-V functional and the def2-TZVPD basis) results for the molecule C5H9P at a distorted geometry.

Output
Spin multiplicity ... 1
Total energy ... -537.17210 Ha
Frontier orbital gap ... 0.362 Eh
Total charge ... 0
E_HOMO ... -0.326 hartree
Energy above the lowest of the compared OMol25 structures with the same formula, charge and spin ... 108.3 kJ/mol
SMILES ... CP1C=CCC1

Each line ends with the Löwdin charge.
Positions of all 15 atoms, in Å:
1 C 0.12623 1.32733 1.61588  -0.392
2 P -1.09178 0.00512 1.20826  0.904
3 C -1.07406 0.71190 -0.91031  -0.172
4 C -0.14923 0.12269 -1.57185  -0.305
5 C 0.56554 -0.95559 -0.94145  -0.322
6 C 0.00054 -1.37263 0.39984  -0.408
7 H -0.19253 2.43678 1.45002  0.074
8 H 0.94006 1.02558 0.97192  0.000
9 H 0.39319 1.17823 2.70689  0.031
10 H -1.68873 1.61039 -1.33527  0.082
11 H -0.14865 0.25706 -2.69003  0.122
12 H 0.47831 -1.85122 -1.59911  0.114
13 H 1.68250 -0.63798 -0.79462  0.140
14 H -0.58190 -2.33324 0.30719  0.082
15 H 0.74051 -1.52442 1.18264  0.052

Force components x, y, z for each atom (eV/Å):
C 0.015 0.614 1.287
P -0.614 0.687 -4.347
C -3.469 2.840 3.272
C -0.397 -0.304 -2.867
C 3.135 -1.613 0.178
C -1.207 0.315 1.505
H 0.372 -2.269 0.148
H 0.709 0.693 0.075
H -0.006 0.412 -1.176
H 0.940 -1.919 1.009
H 0.698 0.074 1.169
H 0.764 0.535 0.267
H -1.698 -0.862 -0.581
H 0.309 1.169 0.271
H 0.449 -0.371 -0.210

DFT (the ωB97M-V functional and the def2-TZVPD basis) results for C5HFeO3 as an isolated structure at a distorted geometry.

Output
Spin multiplicity ... 6
Total energy ... -1680.19570 Ha
Frontier orbital gap (alpha / beta) ... 0.285 / 0.276 Eh
Total charge ... 0
E_HOMO (alpha / beta) ... -0.324 / -0.335 hartree

Each line ends with the Löwdin charge.
Positions of all 10 atoms, in Å:
1 O 0.48144 1.65564 0.45118  -0.105
2 O 3.36407 -0.34179 -0.70801  -0.457
3 C -0.53118 0.90496 0.48090  -0.172
4 O -2.74391 0.14475 -0.55760  0.123
5 C -1.44336 0.20190 -0.31768  -0.186
6 C -0.48198 -0.64401 0.16095  -0.051
7 C 0.57869 -1.49320 0.25769  -0.194
8 C 1.79432 -1.87155 0.09492  0.030
9 H -3.16966 0.95166 -0.23425  0.138
10 Fe 2.15158 0.49164 0.37190  0.874

Force components x, y, z for each atom (eV/Å):
O 0.027 0.849 1.628
O -0.071 0.690 0.281
C 1.588 -3.188 -3.860
O -0.372 0.028 -0.748
C -1.246 0.002 3.247
C 0.177 1.881 0.179
C 1.468 -0.028 -0.380
C -1.829 0.664 0.605
H 0.105 0.035 -0.342
Fe 0.154 -0.935 -0.610

> Which value of spin multiplicity does entry 1 give?

1